Entry i
This record from OMol25 describes a gas-phase ion, C7H15N2O (charge +1). The level of theory is ωB97M-V with the def2-TZVPD basis set.

Structure (XYZ):
```
25
Properties=species:S:1:pos:R:3:lowdin_charge:R:1
C -2.09874 0.63520 -1.06528 -0.012
C -1.86159 0.20136 0.31584 -0.340
N -2.25790 -1.20517 0.48963 0.038
C -0.41773 0.35151 0.48632 -0.148
N 0.56698 -0.48211 0.43148 0.013
C 0.46719 -1.88997 0.47569 -0.023
C 1.89588 0.18563 0.38766 -0.232
C 2.29403 0.33542 -1.07122 -0.036
C 1.43979 1.62207 0.72576 -0.109
O 0.02685 1.68574 0.48988 0.034
H -1.41868 1.40790 -1.32691 0.089
H -3.07743 1.09304 -1.12744 0.112
H -2.11109 -0.18808 -1.70881 0.089
H -2.31007 0.92866 0.96181 0.162
H -2.65246 -1.44417 1.42536 0.126
H -3.10577 -1.35162 -0.11286 0.123
H -0.60814 -2.09808 0.41091 0.066
H 0.96301 -2.49705 -0.32256 0.127
H 0.67503 -2.47537 1.39950 0.124
H 2.64155 -0.29759 0.86962 0.127
H 2.60294 -0.64509 -1.55088 0.107
H 3.21739 0.97833 -1.10605 0.111
H 1.40046 0.85385 -1.59368 0.127
H 1.61405 1.94040 1.89083 0.185
H 2.11445 2.35520 0.22541 0.140
```

Computed properties:
Lowest unoccupied orbital energy: -3.45 eV
SMILES string: C[C@@H](N)C1=[N+](C)[C@@H](C)CO1
Gap between HOMO and LUMO: 10.51 eV
Charge: +1

=====

Entry ii
This record from OMol25 describes a gas-phase ion, C7H15N2O (charge +1). The level of theory is ωB97M-V with the def2-TZVPD basis set.

Structure (XYZ):
```
25
Properties=species:S:1:pos:R:3:lowdin_charge:R:1
C 0.89605 1.25548 1.64690 -0.049
C 0.82651 0.04038 0.70650 -0.607
C 0.12560 -1.04826 1.62408 -0.020
C 2.26553 -0.29723 0.15227 0.008
N 0.01754 0.44540 -0.39169 -0.039
C -1.30893 0.93372 -0.13249 -0.162
C -2.31005 0.38595 -1.09975 -0.005
N -2.09738 -0.51134 -1.94654 0.165
C -1.15596 -1.34326 -2.20472 -0.179
O -0.36811 -1.32440 -3.22131 0.176
H 1.20543 0.87920 2.58939 0.069
H 1.63080 1.95362 1.19784 0.110
H -0.10800 1.57095 1.95551 0.082
H -0.15625 -1.99128 1.08916 0.092
H -0.73073 -0.61643 2.09222 0.051
H 0.71716 -1.22281 2.54038 0.097
H 2.92173 -0.42114 1.06521 0.125
H 2.24716 -1.18033 -0.38341 0.050
H 2.47939 0.47314 -0.51370 0.053
H 0.57466 1.09909 -1.02346 0.166
H -1.43733 2.06392 -0.33796 0.172
H -1.59975 0.71583 0.91937 0.133
H -3.19608 0.91093 -1.24110 0.125
H -1.15793 -2.39314 -1.61712 0.220
H -0.28106 -0.37798 -3.46559 0.166
```

Computed properties:
Lowest unoccupied orbital energy: -4.46 eV
SMILES string: CC(C)(C)NCC=[N+]=CO
Gap between HOMO and LUMO: 8.61 eV
Charge: +1

=====

Which is the most stable structure? entry i is the most stable.

=====

Entry i
This record from OMol25 describes a gas-phase ion, C7H15N2O (charge +1). The level of theory is ωB97M-V with the def2-TZVPD basis set.

Structure (XYZ):
```
25
Properties=species:S:1:pos:R:3:lowdin_charge:R:1
C -2.10460 -0.68493 -0.89122 -0.030
C -1.09021 -0.26598 0.24821 -0.357
C -0.44415 -1.56404 0.81397 -0.027
C -0.09083 0.72677 -0.21227 -0.441
C 0.79568 0.26072 -1.30792 -0.049
C 2.03889 -0.18530 -1.31607 -0.117
O 3.03348 -0.46680 -0.41001 -0.110
N 2.80863 -0.23348 0.93726 0.018
C 0.50299 1.52954 0.85614 0.035
N -0.31835 2.17869 -0.21824 0.205
H -1.48715 -1.20174 -1.67261 0.099
H -2.51559 0.13194 -1.45604 0.065
H -2.84621 -1.29804 -0.39203 0.085
H -1.57301 0.28969 1.07808 0.142
H 0.55306 -1.69505 0.21546 0.098
H -0.95323 -2.48459 0.68539 0.064
H -0.18612 -1.30479 1.96212 0.136
H 0.40644 0.60498 -2.39014 0.179
H 2.40417 -0.57247 -2.24852 0.132
H 2.59133 -1.16090 1.40109 0.123
H 3.66565 0.16236 1.42434 0.138
H 1.49692 1.78662 0.72612 0.096
H 0.22150 1.63910 1.87805 0.142
H 0.14274 2.73104 -0.94750 0.191
H -1.31675 2.33774 -0.23617 0.182
```

Computed properties:
Lowest unoccupied orbital energy: -3.04 eV
SMILES string: CC(C)[C@]1(/C=C\ON)C[NH2+]1
Gap between HOMO and LUMO: 9.98 eV
Charge: +1

=====

Entry ii
This record from OMol25 describes a gas-phase ion, C7H15N2O (charge +1). The level of theory is ωB97M-V with the def2-TZVPD basis set.

Structure (XYZ):
```
25
Properties=species:S:1:pos:R:3:lowdin_charge:R:1
C -1.94909 2.03291 0.19310 0.008
C -1.97915 0.58833 -0.05609 -0.193
N -2.89511 -0.24674 0.39390 -0.039
O -2.90469 -1.49039 0.38306 -0.030
N -0.70184 0.01245 -0.52243 0.008
C -0.88778 -1.03299 -1.46331 0.012
C 0.39377 0.28647 0.10074 0.052
C 1.74238 -0.29008 -0.14166 -0.320
C 2.80406 0.84503 0.24647 -0.019
C 1.72223 -1.59311 0.66567 -0.042
H -1.09548 2.22427 0.75419 0.050
H -2.88194 2.43234 0.76644 0.149
H -1.92639 2.57750 -0.74715 0.103
H -3.68489 0.12368 0.76857 0.142
H 0.08326 -1.66160 -1.59033 0.145
H -1.69127 -1.75976 -1.26468 0.116
H -1.05179 -0.68501 -2.38456 0.069
H 0.22113 0.95897 0.81921 0.108
H 1.79023 -0.65979 -1.11125 0.107
H 3.81624 0.35560 0.31144 0.098
H 2.71353 1.07023 1.36204 0.105
H 2.84510 1.77575 -0.32256 0.082
H 2.65678 -2.13960 0.45355 0.106
H 0.90869 -2.25597 0.62733 0.069
H 1.95203 -1.46849 1.75831 0.111
```

Computed properties:
Lowest unoccupied orbital energy (alpha / beta): -4.54 / -4.54 eV
SMILES string: CC(=[NH+]/[O-])/[N+](C)=C/C(C)C
Gap between HOMO and LUMO (alpha / beta): 8.58 / 8.58 eV
Charge: +1

=====

Which is the most stable structure? entry ii is the most stable.

=====

Entry i
This record from OMol25 describes C2H4N2O2S in the gas phase. The level of theory is ωB97M-V with the def2-TZVPD basis set.

Structure (XYZ):
```
11
Properties=species:S:1:pos:R:3:lowdin_charge:R:1
O -0.25867 1.19347 2.00645 0.099
C -0.13577 0.52797 1.00150 -0.466
N -0.69133 -0.79618 0.92781 0.019
O 0.02657 -1.81299 0.26238 -0.043
N 0.48621 0.99988 -0.16874 0.053
C 0.36120 0.49955 -1.40421 -0.717
S 0.96582 1.19080 -2.75460 0.644
H -0.83985 -1.09852 1.88716 0.139
H -0.60004 -2.25818 -0.30439 0.098
H 0.85916 1.93876 -0.05577 0.148
H -0.17330 -0.38456 -1.39758 0.027
```

Computed properties:
Lowest unoccupied orbital energy: -0.09 eV
SMILES string: O=C(NO)NC=S
Gap between HOMO and LUMO: 8.94 eV
Charge: 0

=====

Entry ii
This record from OMol25 describes a molecular structure, C2H4N2O2S. The level of theory is ωB97M-V with the def2-TZVPD basis set.

Structure (XYZ):
```
11
Properties=species:S:1:pos:R:3:lowdin_charge:R:1
C 0.10013 -0.58919 -0.11195 -0.578
C -1.50528 1.01406 0.09479 -0.395
H 2.84073 0.37804 -0.45495 0.134
H 1.62879 -1.76602 0.17146 0.138
H -1.89578 1.74568 -0.62779 0.095
H -1.57991 1.37791 1.09585 0.071
N 1.43865 -0.89102 -0.30527 0.007
N -0.81825 -1.41010 0.12149 -0.234
O 2.28343 0.04744 0.31005 -0.047
O -0.16439 0.73087 -0.27537 -0.059
S -2.32812 -0.63768 -0.01832 0.868
```

Computed properties:
Lowest unoccupied orbital energy: 0.75 eV
Gap between HOMO and LUMO: 9.00 eV
Charge: 0

=====

Entry iii
This record from OMol25 describes C2H4N2O2S in the gas phase. The level of theory is ωB97M-V with the def2-TZVPD basis set.

Structure (XYZ):
```
11
Properties=species:S:1:pos:R:3:lowdin_charge:R:1
C 0.32922 0.13756 0.18082 -0.555
C 1.80565 0.21589 -0.14515 -0.031
N -0.48855 1.04812 -0.28889 0.046
N -0.07705 -1.00517 0.62944 0.077
O -3.98269 -0.24761 -0.31782 -0.469
O -1.81077 0.82282 -0.27940 -0.388
S -2.74636 -0.33894 0.38843 0.990
H 2.35989 0.81719 0.58694 0.092
H 1.71362 0.95354 -0.90519 0.055
H 2.13993 -0.69760 -0.59432 0.079
H 0.75712 -1.70581 0.74515 0.105
```

Computed properties:
Lowest unoccupied orbital energy (alpha / beta): -1.01 / -1.74 eV
Gap between HOMO and LUMO (alpha / beta): 8.60 / 6.99 eV
Charge: 0

=====

Which is the most stable structure? entry i is the most stable.

=====

Entry i
This record from OMol25 describes a molecular structure, C4H12N2O3S. The level of theory is ωB97M-V with the def2-TZVPD basis set.

Structure (XYZ):
```
22
Properties=species:S:1:pos:R:3:lowdin_charge:R:1
C 0.56717 -2.51181 -0.44648 -0.035
C -0.94785 3.55371 0.38525 -0.023
C 0.63104 -1.11984 0.24603 -0.404
C 0.20360 -0.02561 -0.68138 -0.550
N 1.87035 -0.66737 0.85220 0.025
N 1.05409 0.24601 -1.60632 0.220
O -2.19530 -0.73955 1.86408 -0.424
O -2.18599 -1.84543 -0.29020 -0.445
O -0.92450 0.47808 -0.55949 -0.122
S -2.51861 -0.64490 0.48032 0.888
H -0.30996 -2.35239 -1.11752 0.075
H 0.22402 -3.26645 0.21942 0.070
H 1.48775 -2.74519 -0.94326 0.069
H -0.52332 3.58182 1.35552 0.009
H -1.11740 2.46221 0.27054 0.009
H -0.36983 3.94872 -0.38539 -0.005
H -0.23300 -1.11196 1.10491 0.139
H 1.74931 -0.79681 1.88310 0.095
H 2.57270 -1.47051 0.72773 0.103
H 1.92747 -0.24396 -1.53328 0.118
H 0.84474 1.09832 -2.20745 0.179
H -1.80647 4.17290 0.38166 0.007
```

Computed properties:
Lowest unoccupied orbital energy: 0.55 eV
Gap between HOMO and LUMO: 10.42 eV
Charge: 0

=====

Entry ii
This record from OMol25 describes 2 unconnected molecules or ions with the total composition C4H12N2O3S. The level of theory is ωB97M-V with the def2-TZVPD basis set.

Structure (XYZ):
```
22
Properties=species:S:1:pos:R:3:lowdin_charge:R:1
C 0.11441 0.47130 1.77345 -0.038
C 2.24271 -0.75805 0.15452 0.014
C 0.46341 -1.16476 -1.60737 0.016
C -0.16174 -0.13013 0.45811 -0.297
N -2.54750 1.11381 0.52157 -0.219
N 0.76793 -0.64072 -0.20920 -0.116
O -2.21266 -1.50553 0.49160 -0.331
O -1.99610 -0.05991 -1.56450 -0.364
O -0.22998 2.35408 -0.78679 -0.073
S -2.02946 -0.17274 -0.09961 0.515
H -0.81145 1.02402 1.97276 0.061
H 0.98356 1.12647 1.58894 0.099
H 0.26009 -0.25053 2.60228 0.116
H 2.89368 -0.46956 -0.71345 0.113
H 2.55707 -0.24448 1.08363 0.094
H 2.58094 -1.73961 0.25773 0.063
H 1.08848 -2.11241 -1.74913 0.128
H -0.53613 -1.48366 -1.41174 0.042
H 0.53792 -0.37293 -2.32081 0.089
H -1.07848 2.46136 -0.43199 -0.030
H -2.68257 0.91050 1.53349 0.033
H -0.20412 1.64347 -1.54351 0.086
```

Computed properties:
Lowest unoccupied orbital energy: 0.33 eV
Gap between HOMO and LUMO: 10.06 eV
Charge: 0

=====

Which is the most stable structure? entry i is the most stable.